{"formula": "C19H22N6O", "method": "the ωB97M-V functional and the def2-TZVPD basis", "e_lumo_ev": 0.70, "relative_energy_kcal_mol": 19.3, "homo_lumo_gap_ev": 8.50, "elements": ["C", "C", "N", "C", "N", "C", "H", "C", "N", "C", "C", "H", "H", "H", "H", "C", "C", "N", "C", "N", "O", "C", "C", "C", "C", "C", "C", "H", "H", "H", "H", "H", "H", "H", "H", "H", "H", "C", "N", "C", "H", "C", "H", "H", "H", "H", "H", "H"], "xyz": [[-0.192, -3.635, 1.255], [0.143, -2.569, 0.264], [-0.868, -1.855, -0.222], [-0.618, -0.857, -1.070], [-1.715, -0.194, -1.569], [-1.731, 1.256, -1.670], [-0.840, 1.660, -1.190], [-2.983, 1.831, -0.973], [-3.361, 1.149, 0.244], [-3.556, -0.289, 0.063], [-3.015, -0.765, -1.290], [-2.918, -1.850, -1.282], [-3.687, -0.472, -2.102], [-4.629, -0.508, 0.132], [-3.039, -0.841, 0.852], [-2.654, 1.525, 1.446], [-1.258, 1.002, 1.577], [-0.171, 1.484, 1.060], [0.800, 0.629, 1.512], [0.312, -0.322, 2.269], [-1.027, -0.088, 2.316], [2.200, 0.774, 1.179], [3.129, -0.157, 1.636], [4.458, -0.029, 1.283], [4.867, 1.024, 0.480], [3.947, 1.959, 0.036], [2.616, 1.839, 0.384], [1.886, 2.563, 0.054], [4.269, 2.782, -0.585], [5.907, 1.116, 0.201], [5.179, -0.753, 1.632], [2.788, -0.970, 2.258], [-2.612, 2.616, 1.489], [-3.227, 1.154, 2.302], [-3.843, 1.770, -1.648], [-2.812, 2.884, -0.745], [-1.741, 1.565, -2.724], [0.709, -0.602, -1.495], [1.699, -1.334, -1.021], [1.440, -2.291, -0.139], [2.291, -2.853, 0.218], [1.089, 0.398, -2.543], [1.183, 1.397, -2.123], [2.059, 0.111, -2.943], [0.352, 0.417, -3.342], [-0.123, -3.218, 2.259], [-1.209, -3.983, 1.098], [0.504, -4.466, 1.176]], "forces_ev_per_angstrom": [[0.11, 0.05, -0.02], [0.19, 0.01, -0.18], [-0.03, 0.16, -0.08], [0.32, -0.57, 0.23], [-0.16, 0.08, -0.05], [0.04, 0.37, -0.22], [-0.09, -0.03, -0.14], [0.05, -0.02, -0.16], [0.19, 0.03, 0.09], [-0.33, -0.17, -0.08], [-0.15, -0.11, 0.12], [-0.17, 0.11, -0.05], [-0.01, -0.06, 0.04], [0.07, -0.16, -0.01], [-0.05, 0.00, -0.06], [-0.28, -0.10, 0.05], [0.52, 0.21, -0.09], [-0.40, 0.26, 0.05], [-0.98, -0.28, 0.38], [1.09, -0.24, 0.08], [-0.63, 0.35, -0.07], [0.66, 0.05, -0.02], [-0.10, 0.19, -0.03], [0.05, -0.06, 0.05], [0.05, 0.02, -0.04], [0.11, 0.02, -0.06], [-0.16, -0.12, 0.15], [-0.05, 0.06, -0.04], [0.02, 0.06, -0.04], [0.08, 0.01, -0.02], [0.05, -0.06, 0.03], [0.01, -0.12, 0.06], [0.03, -0.11, 0.12], [0.08, 0.14, 0.01], [0.10, 0.13, -0.04], [-0.04, 0.02, -0.09], [0.03, 0.11, 0.08], [0.03, 0.02, -0.09], [0.10, -0.05, 0.00], [-0.17, -0.11, 0.01], [0.02, -0.15, 0.11], [-0.10, -0.03, 0.03], [-0.03, 0.16, -0.04], [0.00, 0.00, -0.03], [-0.07, 0.10, -0.12], [-0.01, -0.01, 0.11], [-0.02, -0.05, -0.01], [0.02, -0.11, 0.07]]}

---

{"formula": "C2H4ClNO7", "method": "the ωB97M-V functional and the def2-TZVPD basis", "e_lumo_ev": [-1.95, -1.98], "relative_energy_kcal_mol": 0.0, "homo_lumo_gap_ev": [8.29, 8.26], "elements": ["C", "C", "O", "N", "O", "O", "Cl", "O", "O", "H", "H", "H", "H", "O", "O"], "xyz": [[0.348, -0.018, 0.852], [1.444, -0.120, -0.177], [1.098, 0.838, -1.157], [2.359, 1.036, -1.930], [2.208, 1.629, -2.976], [3.359, 0.606, -1.384], [1.506, -1.753, -0.782], [-0.852, -0.519, 0.257], [-1.922, -0.040, 1.168], [0.532, -0.613, 1.754], [0.212, 1.029, 1.144], [2.376, 0.121, 0.323], [-2.644, -0.591, 0.850], [-4.784, -1.327, 0.790], [-5.240, -0.277, 1.268]], "forces_ev_per_angstrom": [[-1.17, -0.23, 0.45], [-1.54, 0.48, 1.61], [2.30, -0.47, -0.93], [0.29, 0.71, -0.55], [0.19, -1.22, 2.13], [-1.13, 1.01, -1.69], [0.33, -0.64, -0.54], [-0.66, 0.80, 0.73], [1.12, -0.24, -0.60], [0.41, 0.09, -0.17], [0.01, -0.07, -0.13], [-0.02, -0.05, -0.20], [-0.08, -0.17, -0.10], [-1.18, 2.70, 1.23], [1.12, -2.70, -1.22]]}

---

{"formula": "C4H8O2", "method": "the ωB97M-V functional and the def2-TZVPD basis", "e_lumo_ev": 1.03, "relative_energy_kcal_mol": 100.6, "homo_lumo_gap_ev": 10.10, "elements": ["C", "O", "C", "C", "C", "O", "H", "H", "H", "H", "H", "H", "H", "H"], "xyz": [[-1.096, 0.000, 1.498], [-1.357, 0.086, 0.094], [-0.251, 0.702, -0.379], [1.201, -0.155, -0.009], [0.600, 0.036, -1.365], [0.094, -1.095, -1.985], [-1.107, 1.013, 1.937], [0.097, -0.270, 1.331], [-1.955, -0.549, 1.933], [-0.158, 1.750, -0.082], [1.385, -1.226, 0.200], [2.065, 0.441, 0.277], [1.156, 0.662, -2.038], [-0.626, -1.438, -1.433]], "forces_ev_per_angstrom": [[0.72, -0.09, 0.09], [0.01, 0.02, -0.21], [1.65, -0.55, 0.75], [0.15, 0.51, -0.91], [0.44, 0.28, -0.82], [-0.22, -0.27, -0.18], [0.00, -0.14, -0.07], [-2.95, -0.37, 2.35], [1.00, -0.23, 0.04], [0.25, -0.20, -0.39], [-0.87, 0.66, 0.24], [-0.24, 0.16, -0.21], [-0.05, 0.10, -0.56], [0.10, 0.12, -0.12]]}

---

{"formula": "C5H8CuFO4", "method": "the ωB97M-V functional and the def2-TZVPD basis", "e_lumo_ev": [-3.65, -3.64], "relative_energy_kcal_mol": 107.4, "homo_lumo_gap_ev": [2.39, 2.40], "elements": ["C", "O", "C", "H", "H", "H", "H", "H", "C", "O", "C", "C", "O", "O", "F", "H", "H", "H", "Cu"], "xyz": [[-4.441, -1.504, 0.626], [-3.962, -0.267, 1.016], [-5.700, -1.430, -0.241], [-3.666, -2.073, 0.053], [-4.678, -2.135, 1.514], [-6.061, -2.437, -0.505], [-6.503, -0.906, 0.300], [-5.502, -0.879, -1.173], [0.279, 1.354, -0.517], [0.322, 0.290, 0.289], [-0.889, 0.098, 0.996], [-1.971, 0.774, 0.154], [-0.922, 1.780, -0.745], [1.293, 1.970, -0.813], [-0.745, 0.748, 2.202], [-1.034, -0.992, 1.178], [-2.256, 0.138, -0.695], [-2.453, 1.587, 0.707], [1.305, 3.774, -2.321]], "forces_ev_per_angstrom": [[0.52, 0.57, 0.37], [0.62, 0.05, -0.32], [-0.21, 0.03, -0.13], [-0.12, -0.13, -0.02], [0.04, -0.03, -0.21], [0.05, 0.17, 0.04], [0.26, -0.12, -0.14], [-0.03, -0.09, 0.24], [-2.22, 1.10, 1.43], [1.02, -0.49, -0.19], [-0.79, -0.23, 0.11], [0.78, -0.27, -0.15], [0.44, -0.63, 0.11], [1.40, 0.93, -1.78], [-0.03, -0.29, -0.45], [0.05, 0.99, -0.16], [-0.84, 0.73, 0.78], [-0.69, -0.85, -0.76], [-0.25, -1.45, 1.22]]}

---

{"formula": "C12H14N2", "method": "the ωB97M-V functional and the def2-TZVPD basis", "e_lumo_ev": [0.12, 0.36], "relative_energy_kcal_mol": 104.8, "homo_lumo_gap_ev": [6.29, 6.53], "elements": ["C", "C", "C", "C", "C", "C", "C", "C", "C", "C", "C", "C", "N", "N", "H", "H", "H", "H", "H", "H", "H", "H", "H", "H", "H", "H", "H", "H"], "xyz": [[-1.550, -0.419, -0.783], [-2.618, 0.340, -1.203], [-0.519, 0.525, -0.433], [-2.210, 1.677, -1.305], [2.908, -2.511, 1.309], [2.774, -1.164, 1.094], [1.664, -3.136, 1.283], [1.404, -0.976, 0.834], [1.348, -4.438, 1.435], [0.756, 0.443, 0.151], [-2.941, 2.872, -1.752], [1.775, 1.558, 0.171], [-0.952, 1.732, -0.831], [0.785, -2.140, 1.000], [-1.652, -1.450, -0.888], [-3.560, -0.085, -1.690], [3.756, -3.101, 1.354], [3.443, -0.389, 0.926], [0.288, -4.811, 1.593], [2.096, -5.183, 1.464], [-3.792, 2.982, -1.244], [-2.269, 3.688, -1.449], [-3.127, 2.848, -2.879], [2.223, 1.602, -0.776], [1.394, 2.568, 0.437], [2.478, 1.305, 0.947], [-0.391, 2.564, -0.678], [-0.271, -2.138, 1.192]], "forces_ev_per_angstrom": [[0.61, 1.86, 0.80], [-1.68, 0.73, -2.20], [1.00, -2.66, 0.25], [-1.33, -1.29, 0.14], [0.59, 0.37, -0.14], [-1.80, -0.57, -0.65], [-0.45, -0.41, 0.08], [-1.16, 5.96, -2.10], [-2.31, -1.23, 0.54], [2.13, -4.50, 2.49], [3.70, 0.02, -2.81], [-1.59, -0.05, 1.33], [0.03, 1.51, 0.01], [-4.92, 0.32, 0.31], [0.81, -1.61, 0.54], [1.39, 0.80, 1.00], [1.80, -0.69, 0.36], [1.51, 0.75, -0.03], [1.42, 0.71, -0.49], [0.75, -0.52, 0.25], [-3.57, 0.44, 1.78], [-0.48, 0.36, -0.64], [0.24, 0.32, 1.48], [1.00, 0.31, -1.34], [-0.05, -0.55, -0.17], [0.45, 0.23, 0.00], [-0.48, -0.21, -0.13], [2.39, -0.41, -0.66]]}

---

{"formula": "C12H11BBeCl5Cs2F10NO17PS", "method": "the ωB97M-V functional and the def2-TZVPD basis", "charge": -1, "e_lumo_ev": -3.26, "homo_lumo_gap_ev": 1.52, "elements": ["O", "C", "F", "C", "C", "C", "N", "C", "C", "H", "H", "H", "H", "H", "H", "H", "H", "H", "C", "Cl", "Cl", "Cl", "H", "B", "O", "C", "O", "C", "O", "O", "O", "C", "O", "C", "O", "O", "O", "H", "Cs", "Be", "O", "Cl", "O", "O", "O", "F", "P", "F", "F", "F", "F", "F", "C", "F", "F", "F", "S", "O", "O", "O", "Cs", "Cl"], "xyz": [[0.558, -2.809, -3.250], [1.407, -2.176, -2.698], [2.535, -1.969, -3.309], [1.253, -1.657, -1.261], [1.838, -2.759, -0.379], [1.234, -3.025, 0.979], [2.178, -3.846, 1.611], [3.372, -4.081, 0.798], [3.350, -2.724, 0.022], [1.846, -0.750, -1.209], [0.199, -1.413, -1.039], [1.646, -3.699, -0.921], [0.289, -2.685, 1.429], [2.137, -4.267, 2.548], [3.174, -4.862, 0.064], [4.285, -4.182, 1.367], [4.082, -2.604, -0.765], [3.389, -2.001, 0.831], [-0.220, 2.162, -0.889], [-1.324, 1.059, -1.735], [-0.280, 1.872, 0.836], [1.424, 2.003, -1.512], [-0.556, 3.172, -1.085], [0.388, -1.142, 5.350], [-0.213, -0.519, 4.175], [-0.422, 0.804, 4.380], [-0.896, 1.560, 3.610], [0.045, 1.150, 5.790], [0.063, 2.126, 6.410], [0.541, -0.030, 6.360], [-0.454, -2.237, 5.895], [0.282, -3.341, 5.885], [-0.087, -4.415, 6.255], [1.644, -3.030, 5.331], [2.534, -3.821, 5.188], [1.711, -1.750, 5.021], [-0.519, 3.111, -4.665], [-0.642, 2.299, -4.129], [-1.542, -2.738, -3.086], [1.319, -0.192, 7.847], [3.637, 3.652, 9.036], [2.630, 3.245, 8.104], [1.809, 4.356, 7.727], [1.779, 2.204, 8.736], [3.244, 2.662, 6.931], [-1.134, 1.794, -7.897], [-1.368, 3.438, -7.869], [0.228, 3.506, -8.362], [-1.919, 2.932, -6.327], [-2.817, 4.212, -7.995], [-1.699, 3.275, -9.496], [-0.857, 4.802, -7.085], [-6.850, 1.953, -6.315], [-6.557, 0.717, -5.866], [-7.800, 1.812, -7.248], [-7.402, 2.618, -5.291], [-5.360, 2.815, -6.974], [-4.912, 1.966, -8.045], [-4.470, 2.868, -5.833], [-5.862, 4.094, -7.394], [0.982, -5.162, 2.847], [3.130, -0.349, 8.566]], "forces_ev_per_angstrom": [[7.09, -0.87, -1.19], [-0.10, 0.54, 1.67], [0.63, 0.40, 0.06], [0.87, 0.26, -0.86], [-0.21, -0.68, 0.57], [-1.30, 0.91, -0.42], [4.94, 1.87, -1.93], [-0.49, 2.15, -0.86], [-0.97, -0.93, 0.05], [-0.09, 0.27, 0.33], [0.45, -0.21, -0.13], [0.53, -0.02, -0.44], [0.91, 0.03, -0.24], [8.37, 8.25, -3.67], [0.40, -0.52, 0.17], [0.02, -0.38, 0.23], [0.11, 0.04, -0.15], [0.55, 0.61, -0.34], [0.18, 0.05, 0.17], [-0.11, -0.07, -0.18], [-0.04, -0.02, -0.04], [-0.03, 0.04, -0.09], [-0.04, -0.01, -0.11], [-0.06, -0.40, -0.81], [0.15, 0.74, 0.88], [0.14, -1.25, -0.31], [-0.15, 0.39, -0.07], [0.31, 0.18, 0.34], [-0.58, 1.51, 0.05], [0.57, -1.79, 1.15], [0.82, 0.67, -0.17], [-1.27, -0.48, 0.66], [0.09, -0.28, -0.19], [1.40, 0.48, -0.19], [-0.09, -0.37, -0.29], [-0.94, 0.21, 0.45], [-0.10, 0.02, -0.24], [-0.38, 0.07, -0.57], [-8.69, 0.32, 0.32], [2.56, 2.02, -0.51], [-0.08, -0.12, 0.17], [-0.15, -0.35, -0.31], [-0.11, -0.03, 0.09], [-0.21, -0.01, -0.14], [-0.15, -0.13, 0.01], [-0.45, 0.31, -0.30], [0.65, 0.51, -2.11], [-0.32, -0.47, 0.42], [0.40, 0.57, 1.53], [0.36, -0.83, 1.18], [0.81, 0.17, 0.36], [-0.66, -0.42, -0.24], [-0.13, -0.03, 0.03], [0.10, -0.10, 0.04], [-0.01, 0.00, -0.13], [0.02, 0.09, 0.11], [0.45, 0.45, -0.58], [-0.09, -0.55, 0.00], [-0.08, -0.23, 0.53], [-0.49, 0.20, 0.19], [-13.06, -11.89, 6.80], [-2.29, -0.91, -0.78]]}

---

| no. | energy (eV) |
| --- | --- |
| 1 | -31047.5044 |
| 2 | -30472.1725 |
| 3 | -8368.9176 |
| 4 | -60856.3975 |
| 5 | -15647.4765 |
| 6 | -160990.7822 |